{"formula": "C44H72HfN4O23S4", "method": "wB97M-V/def2-TZVPD", "s2": 0.75, "orbital_gap_ev": [4.4816, 5.9854], "total_charge": -1, "e_lumo_ev": [1.051, 1.045], "multiplicity": 2, "homo_energy_ev": [-3.43, -4.94], "elements": ["Hf", "C", "C", "C", "O", "C", "C", "C", "O", "O", "O", "H", "H", "C", "C", "C", "O", "C", "C", "C", "O", "O", "O", "H", "H", "C", "C", "O", "N", "C", "H", "H", "H", "H", "H", "H", "H", "C", "C", "O", "N", "C", "H", "H", "H", "H", "H", "H", "H", "C", "C", "O", "N", "C", "H", "H", "H", "H", "H", "H", "H", "C", "C", "O", "N", "C", "H", "H", "H", "H", "H", "H", "H", "C", "C", "O", "C", "O", "O", "C", "H", "H", "H", "H", "H", "H", "H", "H", "C", "C", "C", "S", "O", "O", "C", "H", "H", "H", "H", "H", "H", "H", "H", "C", "C", "C", "S", "O", "O", "C", "H", "H", "H", "H", "H", "H", "H", "H", "C", "C", "C", "S", "O", "O", "C", "H", "H", "H", "H", "H", "H", "H", "H", "C", "C", "C", "S", "O", "O", "C", "H", "H", "H", "H", "H", "H", "H", "H"], "coordinates": [[-3.47334, 0.55880, 0.11611], [-4.48092, 3.49358, 3.48872], [-4.27768, 4.81801, 3.46802], [-3.84683, 5.57619, 2.17385], [-3.93498, 6.90840, 2.01027], [-3.40193, 4.92591, 1.04723], [-3.67218, 3.50501, 0.92013], [-4.36620, 2.77189, 2.20627], [-4.57651, 1.60289, 1.97295], [-3.28341, 2.79111, -0.05345], [-4.66814, 5.41164, 4.55489], [-4.90422, 2.93695, 4.31174], [-3.07214, 5.45478, 0.16522], [0.25440, -2.02775, -0.41364], [1.44404, -1.68522, -1.05143], [1.70947, -0.23753, -1.62835], [2.92467, 0.21593, -1.87451], [0.73407, 0.62297, -1.62464], [-0.50917, 0.40045, -0.93199], [-0.72942, -1.01594, -0.18401], [-1.77556, -1.15945, 0.33473], [-1.51271, 1.14287, -0.83748], [2.35602, -2.57613, -0.91056], [0.02487, -3.04252, -0.12390], [1.00349, 1.63520, -1.88773], [-2.67943, -2.38415, -2.78230], [-3.86117, -2.30933, -1.89046], [-4.15009, -1.28514, -1.27651], [-4.62243, -3.41158, -1.89930], [-5.67438, -3.75145, -0.88868], [-1.96172, -1.57965, -2.62180], [-3.13926, -2.33983, -3.76957], [-2.09685, -3.30106, -2.69301], [-4.57566, -4.15998, -2.57591], [-6.68832, -3.37105, -1.01246], [-5.23353, -3.28492, -0.00771], [-5.73211, -4.82867, -0.73258], [-6.21029, -1.51362, 2.88259], [-4.96608, -1.85998, 2.11500], [-4.36546, -1.05400, 1.45219], [-4.39868, -3.01091, 2.49985], [-3.02469, -3.35172, 2.20315], [-5.88824, -1.03348, 3.80664], [-6.67878, -2.34045, 3.41641], [-6.87440, -0.67323, 2.68062], [-4.68662, -3.49539, 3.33798], [-2.96534, -3.43419, 1.11790], [-2.65865, -4.19680, 2.78621], [-2.26800, -2.59903, 2.42447], [3.74797, -1.41087, -4.96513], [5.15502, -0.87471, -4.57788], [5.92379, -0.40433, -5.40645], [5.50941, -1.00127, -3.27145], [6.61891, -0.44495, -2.60779], [3.47716, -2.14552, -4.20679], [3.72144, -1.99555, -5.88467], [3.03258, -0.59291, -5.05030], [4.77838, -1.41866, -2.71335], [6.34471, 0.41451, -1.99602], [7.52176, -0.30375, -3.20196], [7.07867, -1.11337, -1.87983], [-1.76729, 0.85898, 4.25615], [-1.21691, 1.43506, 2.87913], [-1.82228, 1.06696, 1.88092], [-0.30319, 2.34556, 2.92839], [0.33799, 3.08004, 1.86716], [-2.85380, 0.77582, 4.23019], [-1.54304, 1.66274, 4.95742], [-1.33293, -0.13963, 4.30320], [-0.09514, 2.68238, 3.85756], [1.41626, 3.10731, 2.02431], [-0.06676, 4.08898, 1.78770], [0.09451, 2.73288, 0.86302], [0.15584, 9.48091, -5.24071], [-0.17872, 8.06983, -4.75273], [0.81597, 7.50901, -3.89532], [0.92880, 6.20672, -3.79989], [0.18156, 5.44212, -4.38561], [1.88828, 5.81636, -2.93040], [1.68683, 4.48613, -2.45773], [1.23657, 9.61100, -5.18420], [-0.26637, 10.30456, -4.66499], [-0.20422, 9.49086, -6.26948], [-0.44312, 7.42450, -5.59044], [-1.09383, 8.10781, -4.16176], [0.66369, 4.15126, -2.28700], [2.25926, 4.43805, -1.53139], [2.13239, 3.71523, -3.08645], [2.26778, -6.36279, -0.49279], [2.01526, -5.63789, 0.78989], [2.65422, -6.40731, 2.02966], [3.29274, -8.07874, 1.37515], [2.70762, -9.13900, 2.19702], [4.76600, -7.86264, 1.12971], [2.28862, -7.90416, -0.17642], [3.11861, -6.04008, -1.09282], [1.45460, -6.14315, -1.18459], [0.92758, -5.58143, 0.74688], [2.13028, -4.56321, 0.93111], [1.81801, -6.77347, 2.62530], [3.37035, -6.06680, 2.77753], [1.29348, -8.26735, 0.08026], [2.56881, -8.57141, -0.99151], [4.55782, -0.20011, 2.27402], [5.14774, 1.05645, 2.97544], [6.68329, 1.01986, 2.66294], [6.83180, 0.70565, 0.83815], [8.12424, 0.06403, 0.68734], [6.41161, 1.87365, 0.09155], [5.38387, -0.44350, 1.02008], [3.53807, -0.05533, 1.91730], [4.49580, -1.03268, 2.97479], [5.05952, 1.15344, 4.05753], [4.68609, 1.97473, 2.61248], [7.23005, 0.17647, 3.08464], [7.28110, 1.89251, 2.92603], [5.94713, -1.36991, 1.13235], [4.86790, -0.32161, 0.06770], [-2.64420, 3.87980, -3.48302], [-4.16260, 4.00414, -3.28858], [-4.87306, 2.78025, -3.75900], [-3.62111, 1.40292, -3.74162], [-3.88540, 0.39203, -4.83100], [-3.46237, 0.86749, -2.39912], [-2.16430, 2.48355, -4.00024], [-2.10440, 4.07000, -2.55536], [-2.19011, 4.66644, -4.08560], [-4.56400, 4.86519, -3.82298], [-4.32893, 4.08384, -2.21430], [-4.99078, 2.91907, -4.83369], [-5.87242, 2.46318, -3.46093], [-2.11472, 2.37184, -5.08336], [-1.26608, 2.02268, -3.58925], [0.91297, -3.55719, 3.01349], [-0.12941, -3.10259, 4.15667], [0.72562, -2.76487, 5.46224], [2.10358, -1.76613, 4.80013], [3.24812, -1.89152, 5.69667], [1.50159, -0.43927, 4.54309], [2.16719, -2.64012, 3.21034], [0.49021, -3.51367, 2.00976], [1.03324, -4.63878, 2.95179], [-0.94101, -3.82528, 4.24101], [-0.67065, -2.24104, 3.76567], [1.28647, -3.65198, 5.75651], [0.28600, -2.39331, 6.38786], [3.11367, -3.14871, 3.02699], [2.11103, -1.91017, 2.40281]]}